The following is a DFT calculation (wB97M-V/def2-TZVPD) of C19H29FMgN5S2Si as an isolated structure.

```
! RIJCOSX wB97M-V def2-TZVPD def2/J DEFGRID3
* xyz 1 1
Mg 0.121 -0.139 -0.571
C -2.798 -1.518 -0.728
Si -1.590 -2.693 -1.601
C -1.550 -4.315 -0.672
C -2.225 -2.940 -3.344
N -0.099 -1.829 -1.525
C 1.085 -2.230 -2.095
C 1.324 -3.427 -2.790
C 2.562 -3.726 -3.334
C 3.636 -2.853 -3.221
C 3.455 -1.656 -2.540
C 2.215 -1.412 -2.017
F 2.033 -0.181 -1.319
H -3.729 -2.023 -0.468
H -3.045 -0.688 -1.396
H -2.383 -1.123 0.208
H -2.538 -4.775 -0.635
H -1.215 -4.149 0.354
H -0.870 -5.036 -1.125
H -3.250 -3.313 -3.339
H -1.628 -3.643 -3.921
H -2.217 -1.986 -3.877
H 0.515 -4.135 -2.900
H 2.689 -4.663 -3.859
H 4.596 -3.094 -3.651
H 4.247 -0.931 -2.422
C -4.985 1.213 1.494
C -3.653 1.874 1.534
C -3.125 2.554 2.602
C -1.846 3.111 2.471
N -1.138 3.003 1.349
C -1.635 2.315 0.330
S -0.782 2.105 -1.143
N -2.885 1.784 0.427
C -1.189 3.831 3.597
H -5.530 1.397 2.415
H -4.861 0.137 1.363
H -5.572 1.589 0.656
H -3.686 2.654 3.518
H -3.223 1.275 -0.383
H -1.857 3.967 4.442
H -0.830 4.801 3.252
H -0.319 3.254 3.919
S 0.557 -0.006 1.856
C 1.950 1.014 1.704
N 1.827 2.317 1.517
C 2.971 3.205 1.342
C 4.121 2.426 0.726
C 4.406 1.200 1.579
N 3.159 0.468 1.787
H 0.879 2.687 1.443
H 3.265 3.618 2.312
H 2.654 4.031 0.707
H 5.010 3.052 0.667
H 3.855 2.119 -0.287
H 4.838 1.481 2.543
H 5.103 0.527 1.081
H 3.180 -0.525 1.965
*
```

ΔE to the lowest compared entry with this formula, charge and spin in kJ/mol: 2.8
Frontier orbital gap in eV: 6.385
DFT total energy in eV: -65335.4104

The following is a DFT calculation (wB97M-V/def2-TZVPD) of one molecule with the formula C2H7O3P.

```
! RIJCOSX wB97M-V def2-TZVPD def2/J DEFGRID3
* xyz 0 1
C 1.858 0.399 0.333
C -0.924 -0.072 -0.047
O -0.954 1.316 0.248
O -2.028 -0.690 0.509
O -1.010 -0.345 -1.404
P 0.549 -0.813 0.925
H 2.148 0.217 -0.743
H 2.635 0.263 1.056
H 1.342 1.412 0.370
H -1.669 1.313 0.808
H -2.574 -1.075 -0.184
H -0.390 0.105 -1.948
H 1.015 -2.030 0.077
*
```

ΔE to the lowest compared entry with this formula, charge and spin in kJ/mol: 175.0
Frontier orbital gap in eV: 9.668
DFT total energy in eV: -17617.6545

The following is a DFT calculation (wB97M-V/def2-TZVPD) of C40H37AsN4ReS4 as an isolated structure.

```
! RIJCOSX wB97M-V def2-TZVPD def2/J DEFGRID3
* xyz 2 2
Re -0.059 -1.275 -0.567
S 0.844 -3.228 -0.720
C 2.578 -3.101 -1.124
C 3.253 -4.264 -1.466
C 4.598 -4.211 -1.803
C 5.270 -2.999 -1.780
C 4.608 -1.835 -1.415
C 3.255 -1.888 -1.106
S 2.352 -0.481 -0.523
C 2.884 0.910 -1.554
C 2.122 2.104 -1.023
C 2.650 3.358 -0.785
C 1.803 4.317 -0.233
C 0.494 4.001 0.096
C 0.065 2.704 -0.156
C -1.298 2.162 0.204
S -1.624 0.691 -0.823
C -3.193 0.112 -0.248
C -4.234 0.971 0.079
C -5.473 0.440 0.409
C -5.675 -0.935 0.382
C -4.638 -1.787 0.039
C -3.384 -1.268 -0.271
S -2.057 -2.384 -0.630
N 0.859 1.812 -0.724
H 2.722 -5.208 -1.474
H 5.123 -5.116 -2.077
H 6.321 -2.956 -2.030
H 5.160 -0.906 -1.367
H 2.656 0.692 -2.596
H 3.958 1.037 -1.443
H 3.679 3.595 -1.019
H 2.178 5.314 -0.045
H -0.160 4.736 0.545
H -2.075 2.896 -0.004
H -1.356 1.874 1.256
H -4.099 2.043 0.068
H -6.285 1.104 0.670
H -6.644 -1.346 0.628
H -4.790 -2.859 0.021
N -1.547 -0.019 6.535
C -1.173 0.328 7.820
C -1.896 0.412 9.013
C -1.183 0.796 10.123
C 0.201 1.089 10.063
C 0.899 1.002 8.886
C 0.189 0.611 7.742
N 0.641 0.439 6.445
C -0.413 0.068 5.772
C -0.359 -0.221 4.343
C 0.861 -0.134 3.675
C 0.925 -0.408 2.334
N -0.149 -0.765 1.588
C -1.326 -0.855 2.243
C -1.467 -0.595 3.586
H -2.465 -0.301 6.244
H -2.952 0.189 9.070
H -1.691 0.876 11.074
H 0.709 1.385 10.970
H 1.956 1.222 8.831
H 1.755 0.140 4.218
H 1.870 -0.348 1.823
H -2.181 -1.163 1.664
H -2.453 -0.703 4.016
C -1.529 -1.708 -3.999
As 0.001 -0.929 -3.134
C 1.472 -1.811 -4.001
C 0.020 0.892 -3.845
C -0.035 0.915 -5.345
C -1.255 0.997 -6.009
C -1.303 1.014 -7.395
C -0.129 0.950 -8.133
C 1.094 0.879 -7.480
C 1.138 0.862 -6.094
H -1.428 -1.556 -5.072
H -2.437 -1.231 -3.632
H -1.556 -2.769 -3.758
H 1.391 -1.622 -5.070
H 1.397 -2.879 -3.805
H 2.427 -1.447 -3.630
H 0.913 1.380 -3.466
H -0.835 1.398 -3.401
H -2.177 1.063 -5.441
H -2.256 1.086 -7.900
H -0.166 0.968 -9.214
H 2.012 0.847 -8.051
H 2.101 0.826 -5.593
*
```

ΔE to the lowest compared entry with this formula, charge and spin in kJ/mol: 0.0
Frontier orbital gap (spin up / spin down) in eV: 5.482 / 5.645
DFT total energy in eV: -154340.4339

The following is a DFT calculation (wB97M-V/def2-TZVPD) of C4H9NOS as an isolated structure.

```
! RIJCOSX wB97M-V def2-TZVPD def2/J DEFGRID3
* xyz 0 1
C -0.783 0.668 0.363
C -2.115 1.331 0.575
C 0.217 0.872 1.459
C 1.357 -2.093 -1.938
N -0.572 -0.068 -0.610
O 2.407 0.029 -0.699
S 1.485 -1.055 -0.388
H -2.854 1.088 -0.047
H -2.507 1.097 1.663
H -2.003 2.400 0.519
H 0.620 -0.118 1.845
H 1.181 1.475 1.216
H -0.235 1.417 2.373
H 1.479 -3.176 -1.434
H 2.022 -1.933 -2.745
H 0.300 -1.934 -2.150
*
```

ΔE to the lowest compared entry with this formula, charge and spin in kJ/mol: 402.1
Frontier orbital gap (spin up / spin down) in eV: 8.101 / 8.241
DFT total energy in eV: -18663.3589

The following is a DFT calculation (wB97M-V/def2-TZVPD) of C32H90N6O10 as an isolated structure.

```
! RIJCOSX wB97M-V def2-TZVPD def2/J DEFGRID3
* xyz 0 1
C 12.079 28.391 6.906
C 11.536 27.822 5.651
C 10.051 27.803 5.534
O 9.484 26.864 6.519
C 8.018 26.843 6.516
N 12.084 28.670 4.611
H 13.149 28.186 6.941
H 11.650 27.916 7.788
H 12.044 29.479 6.961
H 11.933 26.817 5.507
H 9.902 27.460 4.510
H 9.656 28.806 5.697
H 7.598 26.064 7.152
H 7.632 26.527 5.547
H 7.556 27.780 6.826
H 11.654 28.348 3.756
H 13.089 28.581 4.568
C 12.669 31.201 4.039
C 11.241 31.150 4.536
C 10.298 30.499 3.455
O 10.325 31.212 2.222
C 9.550 30.629 1.212
N 11.166 30.452 5.817
H 12.825 31.719 3.093
H 12.977 30.167 3.888
H 13.413 31.511 4.773
H 10.886 32.177 4.624
H 9.317 30.283 3.876
H 10.682 29.489 3.311
H 9.934 29.694 0.804
H 9.323 31.347 0.424
H 8.575 30.310 1.582
H 11.714 30.933 6.517
H 11.437 29.482 5.741
C 13.602 35.990 0.781
C 12.409 35.899 1.703
C 11.967 34.473 2.097
O 11.126 33.987 0.989
C 10.266 32.855 1.210
N 12.725 36.798 2.763
H 14.240 35.132 0.992
H 14.083 36.967 0.806
H 13.148 35.962 -0.210
H 11.508 36.342 1.278
H 11.368 34.386 3.004
H 12.862 33.850 2.091
H 9.802 32.948 2.192
H 10.769 31.916 0.981
H 9.493 32.854 0.442
H 12.045 36.461 3.429
H 13.617 36.396 3.011
C 9.690 31.981 5.900
C 8.954 33.007 6.612
C 9.459 33.278 8.074
O 8.786 34.405 8.643
C 7.412 34.247 8.959
N 9.275 34.166 5.758
H 10.745 32.134 6.126
H 9.478 31.650 4.884
H 9.593 31.026 6.417
H 7.902 32.737 6.524
H 10.486 33.628 7.967
H 9.368 32.380 8.684
H 7.150 33.448 9.652
H 6.782 34.203 8.071
H 7.245 35.114 9.597
H 8.899 33.990 4.837
H 8.687 34.899 6.128
C 11.889 30.943 7.604
C 12.875 32.036 7.049
C 13.502 32.960 8.199
O 12.432 33.373 8.970
C 11.763 34.547 8.510
N 13.885 31.302 6.298
H 11.361 30.314 6.888
H 11.131 31.441 8.208
H 12.405 30.312 8.328
H 12.245 32.701 6.460
H 14.126 33.777 7.838
H 14.159 32.438 8.895
H 10.852 34.773 9.065
H 11.528 34.527 7.445
H 12.446 35.384 8.370
H 14.633 31.927 6.033
H 14.245 30.629 6.961
C 11.618 25.086 1.067
C 10.903 26.084 2.028
C 11.132 27.578 1.855
O 12.496 27.925 2.243
C 12.822 29.264 1.953
N 9.490 25.719 1.980
H 11.484 24.058 1.406
H 12.695 25.244 1.113
H 11.354 25.254 0.023
H 11.175 25.809 3.048
H 10.420 28.204 2.392
H 10.946 27.790 0.802
H 12.047 29.916 2.356
H 12.874 29.398 0.872
H 13.820 29.387 2.376
H 9.552 24.868 2.521
H 8.859 26.324 2.486
C 13.420 30.981 1.383
C 13.833 31.530 0.021
O 15.252 31.537 -0.115
H 13.787 31.571 2.223
H 13.559 29.906 1.501
H 12.331 30.981 1.432
H 13.519 32.560 -0.148
H 13.459 31.002 -0.856
H 15.448 30.634 0.143
C 10.508 30.176 -1.262
C 9.946 31.335 -2.113
O 9.761 31.031 -3.488
H 10.264 30.198 -0.200
H 11.596 30.227 -1.297
H 10.000 29.252 -1.539
H 10.564 32.231 -2.069
H 8.928 31.533 -1.779
H 8.923 30.568 -3.564
C 7.781 29.096 3.439
C 8.337 28.021 2.616
O 8.846 27.006 3.465
H 8.475 29.416 4.216
H 6.951 28.689 4.017
H 7.522 29.981 2.857
H 9.181 28.386 2.031
H 7.504 27.513 2.129
H 8.378 26.213 3.193
C 11.831 33.711 4.782
C 10.850 34.975 4.613
O 11.533 36.014 4.096
H 12.527 33.783 5.618
H 12.233 33.410 3.815
H 11.297 32.825 5.124
H 10.608 35.359 5.604
H 9.962 34.771 4.015
H 10.891 36.567 3.644
*
```

ΔE to the lowest compared entry with this formula, charge and spin in kJ/mol: 5592.2
Frontier orbital gap in eV: 6.885
DFT total energy in eV: -63997.2558

The following is a DFT calculation (wB97M-V/def2-TZVPD) of one molecule with the formula C5H6INO2.

```
! RIJCOSX wB97M-V def2-TZVPD def2/J DEFGRID3
* xyz 0 1
C -0.485 1.044 0.170
C 0.478 -0.919 -0.258
C -0.881 -1.405 0.131
C -1.662 -0.156 0.427
C 1.966 0.995 -0.088
N 0.698 0.382 0.216
O -0.752 2.201 0.089
O 1.258 -1.322 -1.090
I -3.502 -0.033 -0.627
H -1.246 -1.956 -0.724
H -0.775 -2.175 0.809
H -1.958 -0.032 1.416
H 2.730 0.781 0.750
H 1.719 2.099 -0.278
H 2.410 0.496 -0.943
*
```

ΔE to the lowest compared entry with this formula, charge and spin in kJ/mol: 33.7
Frontier orbital gap in eV: 9.958
DFT total energy in eV: -18967.6499

The following is a DFT calculation (wB97M-V/def2-TZVPD) of a 3-piece molecular cluster, C17H32F3N2O10PS overall.

```
! RIJCOSX wB97M-V def2-TZVPD def2/J DEFGRID3
* xyz 0 1
O 2.768 -1.214 1.035
P 3.511 -2.268 0.305
C 2.931 -3.991 0.670
C 3.268 -4.761 1.722
S 4.313 -4.476 3.166
O 5.612 -5.079 3.029
O 3.651 -5.124 4.269
C 4.415 -2.679 3.667
F 4.853 -2.682 4.920
F 3.189 -2.193 3.662
F 5.283 -1.968 2.966
C 2.504 -6.096 1.426
O 2.869 -7.110 1.851
O 1.457 -5.807 0.585
C 1.963 -4.777 -0.235
O 1.674 -4.643 -1.344
H 4.915 -2.272 0.560
H 3.388 -2.079 -1.100
C 1.409 5.430 -0.977
O 0.292 4.562 -1.048
C -0.302 4.516 -2.346
C -0.171 3.121 -2.928
N 1.221 2.823 -3.260
C 1.448 1.421 -3.604
C 1.265 0.393 -2.484
O 2.227 0.506 -1.444
C 1.867 1.399 -0.399
H 1.752 5.451 0.058
H 2.228 5.067 -1.606
H 1.133 6.446 -1.275
H 0.125 5.268 -3.017
H -1.364 4.747 -2.219
H -0.781 3.049 -3.832
H -0.560 2.414 -2.190
H 1.805 3.057 -2.467
H 2.480 1.348 -3.959
H 0.806 1.152 -4.448
H 1.422 -0.597 -2.926
H 0.247 0.386 -2.082
H 0.788 1.434 -0.235
H 2.249 2.402 -0.608
H 2.342 1.054 0.517
C -5.700 -1.877 0.700
O -5.459 -0.714 1.473
C -4.467 -0.906 2.479
C -3.266 -0.019 2.202
N -2.541 -0.481 1.021
C -1.513 0.452 0.561
C -1.989 1.796 0.006
O -2.720 1.683 -1.209
C -4.117 1.497 -1.043
H -6.512 -1.657 0.007
H -4.814 -2.152 0.119
H -6.001 -2.713 1.337
H -4.172 -1.956 2.566
H -4.915 -0.606 3.431
H -2.595 -0.039 3.066
H -3.631 1.007 2.069
H -3.204 -0.625 0.268
H -0.960 -0.061 -0.231
H -0.803 0.630 1.375
H -1.096 2.377 -0.239
H -2.539 2.390 0.744
H -4.497 1.993 -0.147
H -4.363 0.432 -1.016
H -4.617 1.923 -1.913
*
```

Frontier orbital gap in eV: 6.505
DFT total energy in eV: -69873.7858

The following is a DFT calculation (wB97M-V/def2-TZVPD) of a 3-piece molecular cluster, C25H42N2O7S overall.

```
! RIJCOSX wB97M-V def2-TZVPD def2/J DEFGRID3
* xyz 0 1
C -5.638 4.867 -0.473
C -4.769 3.573 -0.497
S -4.126 3.383 -2.196
C -4.707 1.743 -2.801
C -3.514 0.807 -2.812
C -3.631 -0.425 -2.381
C -2.363 -1.278 -2.389
O -2.345 -2.424 -2.686
C -1.118 -0.505 -1.978
O -0.183 -1.095 -1.155
C -0.997 0.730 -2.409
C 0.124 1.705 -2.105
C 1.548 1.119 -2.152
C 2.646 2.240 -2.091
C 3.521 2.027 -0.825
C 2.769 2.568 0.413
C 3.215 1.886 1.743
C 2.045 1.241 2.508
C 1.588 -0.064 1.825
O 1.720 -1.203 2.693
C 0.828 -2.198 2.315
C 1.278 -3.212 1.278
O -0.223 -2.227 2.837
C -2.133 1.249 -3.275
O -1.961 1.902 -4.238
H -5.037 5.650 -0.949
H -6.509 4.671 -1.105
H -5.915 5.147 0.548
H -3.964 3.709 0.234
H -5.355 2.705 -0.175
H -5.392 1.358 -2.038
H -5.227 1.813 -3.758
H -4.587 -0.800 -2.021
H -0.337 -0.732 -0.270
H -0.079 2.226 -1.159
H 0.073 2.481 -2.885
H 1.682 0.551 -1.223
H 1.712 0.402 -2.961
H 2.124 3.201 -1.986
H 3.235 2.210 -3.013
H 4.489 2.517 -0.962
H 3.649 0.951 -0.650
H 1.681 2.414 0.325
H 2.905 3.656 0.473
H 3.624 2.671 2.393
H 3.996 1.134 1.523
H 2.346 1.024 3.542
H 1.184 1.916 2.590
H 2.099 -0.241 0.864
H 0.512 0.049 1.591
H 1.144 -4.221 1.673
H 2.317 -2.988 1.017
H 0.679 -3.138 0.363
C -5.971 -2.355 2.008
C -6.378 -2.602 0.576
O -7.209 -1.905 0.010
N -5.791 -3.628 -0.089
C -4.788 -4.550 0.395
H -6.526 -1.502 2.389
H -6.204 -3.224 2.625
H -4.905 -2.131 2.068
H -6.113 -3.726 -1.040
H -3.905 -4.455 -0.241
H -5.171 -5.570 0.316
H -4.508 -4.353 1.424
C 8.188 -0.546 0.677
C 6.784 -0.446 1.217
O 6.071 0.522 0.997
N 6.320 -1.479 1.969
C 7.006 -2.703 2.338
H 8.409 0.349 0.102
H 8.906 -0.619 1.495
H 8.283 -1.412 0.021
H 5.375 -1.344 2.297
H 6.438 -3.556 1.963
H 7.057 -2.768 3.426
H 8.011 -2.737 1.931
*
```

ΔE to the lowest compared entry with this formula, charge and spin in kJ/mol: 0.0
Frontier orbital gap in eV: 8.519
DFT total energy in eV: -54752.6311